The following is a quantum chemistry calculation of C55H83FN7O5Ti as an isolated structure in a non-equilibrium geometry, from OMol25.

Geometry (Å):
Ti (-1.2526, 1.1905, 0.5935)
C (-3.8099, -0.2540, -0.3341)
N (-3.4910, 0.9793, 0.4233)
C (-4.0584, 0.8550, 1.7994)
C (-4.1149, 2.1600, -0.2646)
C (-3.0585, 3.1078, -0.7944)
N (-1.9406, 3.1895, 0.1707)
C (-0.8007, 3.9488, -0.4314)
C (-0.1898, 3.3551, -1.6830)
C (0.4415, 4.2488, -2.5402)
C (1.0021, 3.8226, -3.7339)
C (0.8039, 2.4886, -4.0836)
C (0.1398, 1.5527, -3.2937)
C (-0.2593, 2.0114, -2.0337)
O (-0.8120, 1.1462, -1.0912)
C (-0.1257, 0.1585, -3.8896)
C (1.0763, -0.7569, -3.6239)
C (-0.2994, 0.2784, -5.4144)
C (-1.4035, -0.4943, -3.3458)
C (1.7350, 4.7581, -4.6924)
C (1.8797, 6.1647, -4.1140)
C (0.9499, 4.8463, -6.0089)
C (3.1355, 4.1975, -4.9715)
C (-2.3854, 3.9098, 1.3881)
C (-1.4573, 3.8276, 2.5771)
C (-1.7835, 4.6490, 3.6433)
C (-0.9450, 4.7832, 4.7417)
C (0.2926, 4.1626, 4.6463)
C (0.6916, 3.3570, 3.5768)
C (-0.2719, 3.0910, 2.6015)
O (-0.1002, 2.0868, 1.6449)
C (2.1293, 2.8300, 3.5577)
C (2.7038, 2.8577, 2.1335)
C (2.1562, 1.4303, 4.1895)
C (3.0636, 3.7314, 4.3824)
C (-1.3608, 5.6449, 5.9310)
C (-1.4913, 7.1047, 5.4749)
C (-0.3401, 5.5743, 7.0654)
C (-2.7163, 5.1540, 6.4569)
H (-4.8897, -0.4200, -0.3310)
H (-3.3203, -1.1095, 0.1244)
H (-3.4571, -0.1484, -1.3589)
H (-5.1462, 0.9366, 1.7518)
H (-3.6718, 1.6452, 2.4428)
H (-3.7766, -0.1025, 2.2311)
H (-4.7852, 2.6490, 0.4397)
H (-4.7337, 1.8145, -1.0938)
H (-3.4791, 4.1030, -0.9714)
H (-2.6562, 2.7417, -1.7381)
H (-0.0491, 4.0850, 0.3448)
H (-1.1831, 4.9423, -0.6885)
H (0.4818, 5.2928, -2.2580)
H (1.1576, 2.1643, -5.0517)
H (2.0049, -0.2742, -3.9368)
H (0.9745, -1.6833, -4.1948)
H (1.1378, -1.0280, -2.5730)
H (0.6480, 0.4201, -5.9354)
H (-0.9607, 1.1024, -5.6839)
H (-0.7367, -0.6432, -5.7977)
H (-1.3097, -0.8005, -2.3077)
H (-1.6218, -1.3841, -3.9387)
H (-2.2566, 0.1829, -3.4494)
H (0.9129, 6.6540, -3.9825)
H (2.4620, 6.7794, -4.8000)
H (2.4005, 6.1610, -3.1542)
H (-0.0720, 5.1864, -5.8336)
H (0.9038, 3.8833, -6.5197)
H (1.4299, 5.5553, -6.6841)
H (3.7267, 4.1453, -4.0545)
H (3.6612, 4.8449, -5.6740)
H (3.0973, 3.1994, -5.4095)
H (-3.3817, 3.5597, 1.6494)
H (-2.4925, 4.9660, 1.1154)
H (-2.7113, 5.2088, 3.5970)
H (1.0011, 4.3255, 5.4422)
H (2.0801, 2.3863, 1.3782)
H (3.6938, 2.3834, 2.1436)
H (2.8793, 3.8904, 1.8230)
H (1.4220, 0.7551, 3.7486)
H (1.9184, 1.4985, 5.2515)
H (3.1551, 0.9865, 4.1108)
H (2.9646, 4.7782, 4.0950)
H (4.0976, 3.4304, 4.2023)
H (2.8960, 3.6493, 5.4547)
H (-0.5442, 7.4805, 5.0844)
H (-1.7840, 7.7333, 6.3163)
H (-2.2486, 7.2195, 4.6977)
H (0.6225, 6.0018, 6.7786)
H (-0.1792, 4.5494, 7.4060)
H (-0.7068, 6.1495, 7.9155)
H (-3.4950, 5.2152, 5.6960)
H (-3.0334, 5.7696, 7.2991)
H (-2.6560, 4.1191, 6.7987)
F (1.9059, -5.7033, -3.0364)
C (1.0605, -5.5797, -1.9900)
C (0.7844, -4.3405, -1.4968)
C (-0.1345, -4.1824, -0.4551)
C (-0.4329, -2.8281, 0.0565)
O (0.0320, -1.8303, -0.4995)
C (-1.2689, -2.8000, 1.2332)
C (-1.8428, -3.9689, 1.6675)
N (-1.6713, -5.1721, 1.1039)
C (-2.4435, -6.2935, 1.6144)
C (-3.3602, -7.0135, 0.6712)
C (-3.9263, -6.1254, 1.7347)
C (-0.7559, -5.3202, 0.0580)
C (-0.4429, -6.5904, -0.4383)
C (0.4578, -6.7479, -1.4822)
N (0.7185, -8.0105, -2.0083)
C (1.9338, -8.3437, -2.7367)
C (2.2249, -9.8209, -2.5720)
N (1.1127, -10.6441, -3.2010)
C (-0.2252, -9.9281, -3.1622)
C (-0.2983, -9.0442, -1.9338)
C (-1.7128, -1.5966, 1.9832)
O (-2.4528, -1.6835, 2.9362)
O (-1.2883, -0.4080, 1.5600)
H (1.2331, -3.4666, -1.9507)
H (-2.5299, -3.9426, 2.5018)
H (-1.9374, -6.8611, 2.3850)
H (-3.4565, -8.0843, 0.7835)
H (-3.4073, -6.6492, -0.3461)
H (-4.4069, -6.5747, 2.5909)
H (-4.3481, -5.1822, 1.4167)
H (-0.9037, -7.4564, 0.0087)
H (2.7846, -7.8056, -2.3222)
H (1.8838, -8.0807, -3.7990)
H (2.2606, -10.1028, -1.5218)
H (3.1576, -10.1105, -3.0504)
H (1.0403, -11.5403, -2.7153)
H (1.3480, -10.8677, -4.1700)
H (-1.0071, -10.6837, -3.1769)
H (-0.2854, -9.3379, -4.0744)
H (-0.2215, -9.6559, -1.0251)
H (-1.2903, -8.5899, -1.9263)
N (4.5640, -0.3907, 1.0927)
C (3.3952, -1.2352, 1.5394)
C (2.1327, -0.4380, 1.2605)
N (2.0373, 0.0562, -0.0963)
C (3.2254, 0.6181, -0.6986)
C (4.4982, -0.1600, -0.3979)
H (5.4574, -0.8010, 1.3676)
H (4.4926, 0.5204, 1.5644)
H (3.5266, -1.4524, 2.5984)
H (3.4513, -2.1564, 0.9597)
H (2.0944, 0.3970, 1.9563)
H (1.2619, -1.0594, 1.4654)
H (1.5013, -0.5552, -0.6939)
H (3.3650, 1.6565, -0.3772)
H (3.0936, 0.6442, -1.7800)
H (5.3980, 0.3753, -0.6958)
H (4.4943, -1.1510, -0.8508)

Forces on the atoms, in the same order (eV/Å):
Ti -0.259 -0.085 0.900
C 0.072 0.066 -0.056
N 0.085 0.181 0.111
C 0.058 -0.125 -0.080
C -0.051 -0.157 -0.024
C 0.063 -0.049 -0.010
N 0.037 0.169 -0.075
C -0.013 -0.095 -0.022
C -0.008 0.212 -0.002
C 0.018 -0.034 -0.043
C -0.038 -0.007 -0.023
C 0.007 -0.057 -0.025
C 0.120 0.106 -0.131
C -0.320 -0.401 0.462
O 0.286 0.117 -1.135
C 0.054 0.052 0.054
C -0.012 -0.034 -0.061
C -0.008 -0.019 -0.061
C -0.029 0.007 0.012
C -0.013 -0.022 0.032
C 0.010 0.035 -0.004
C -0.023 -0.007 -0.014
C 0.045 0.008 0.018
C -0.008 -0.056 -0.073
C -0.045 0.172 -0.037
C 0.058 0.046 0.048
C -0.066 0.021 -0.097
C 0.096 0.056 -0.039
C 0.012 0.094 0.315
C -0.049 -0.399 -0.400
O 0.034 0.564 0.408
C -0.039 -0.031 0.068
C 0.070 0.090 -0.093
C -0.065 -0.064 0.003
C 0.039 -0.068 0.021
C 0.019 -0.049 -0.035
C 0.004 0.008 -0.028
C 0.000 0.023 0.057
C -0.005 -0.025 0.038
H -0.004 -0.008 -0.024
H -0.015 -0.014 -0.010
H -0.004 -0.030 0.002
H -0.006 -0.037 0.028
H -0.006 0.016 0.014
H -0.024 0.099 0.004
H 0.032 0.049 -0.018
H -0.013 0.009 0.048
H -0.011 -0.021 -0.004
H 0.002 0.034 0.012
H -0.032 -0.011 0.010
H 0.030 0.002 0.009
H 0.003 0.006 0.000
H 0.014 0.045 0.013
H -0.003 -0.008 -0.010
H -0.019 -0.010 -0.013
H 0.013 -0.001 0.119
H -0.010 0.015 0.015
H -0.041 -0.015 0.009
H 0.029 -0.028 -0.018
H 0.047 0.032 0.022
H -0.009 -0.010 0.001
H 0.010 -0.002 -0.003
H -0.014 -0.007 -0.001
H -0.003 0.009 -0.009
H 0.018 -0.014 -0.001
H -0.003 0.012 0.006
H -0.005 -0.011 0.007
H 0.021 0.002 -0.005
H -0.006 0.007 0.009
H 0.005 0.007 -0.005
H -0.015 -0.007 -0.010
H 0.018 -0.012 0.038
H -0.039 0.000 0.036
H -0.011 0.006 0.004
H -0.006 0.010 -0.012
H -0.010 -0.070 0.059
H 0.000 -0.005 -0.002
H -0.061 0.019 0.012
H -0.003 0.023 -0.011
H 0.005 0.031 0.004
H 0.002 -0.010 -0.011
H 0.006 0.008 -0.015
H 0.007 -0.004 0.004
H -0.019 -0.010 0.017
H 0.011 -0.003 -0.001
H -0.005 0.005 0.015
H -0.006 -0.004 -0.004
H 0.004 0.006 -0.015
H -0.018 -0.009 0.001
H 0.002 0.006 0.006
H -0.009 0.009 -0.012
H 0.006 0.008 0.008
H 0.015 -0.006 -0.004
F 0.000 0.106 -0.016
C -0.018 -0.090 -0.032
C -0.037 0.025 -0.137
C -0.060 0.110 0.085
C 0.084 0.038 0.016
O -0.028 -0.121 -0.019
C -0.174 -0.305 -0.055
C -0.054 -0.002 -0.167
N 0.017 0.008 -0.023
C 0.124 -0.001 -0.026
C -0.043 -0.019 -0.007
C -0.021 0.019 0.053
C -0.033 -0.081 0.238
C -0.015 0.034 -0.081
C 0.020 -0.121 0.075
N -0.098 0.137 -0.066
C 0.047 -0.004 0.045
C -0.051 -0.145 -0.026
N -0.022 -0.010 0.013
C 0.116 -0.092 -0.092
C 0.012 0.005 0.000
C -0.004 0.600 0.178
O 0.004 -0.183 0.017
O 0.073 -0.495 -0.350
H 0.023 0.013 0.031
H 0.012 0.052 0.041
H 0.049 -0.031 -0.041
H -0.006 -0.003 0.005
H 0.004 0.012 -0.004
H -0.002 0.001 0.003
H -0.017 -0.004 -0.002
H 0.002 -0.026 0.023
H -0.028 0.005 0.004
H 0.007 -0.016 0.000
H 0.027 0.038 0.005
H 0.004 0.026 0.009
H 0.022 0.036 -0.022
H -0.018 0.018 0.034
H -0.004 0.011 0.023
H -0.039 0.024 0.031
H -0.007 -0.009 0.012
H 0.009 0.022 0.010
N -0.088 0.173 0.013
C 0.170 -0.011 0.003
C 0.011 0.045 -0.202
N -0.050 0.045 -0.030
C -0.125 0.067 0.011
C 0.102 -0.104 0.106
H -0.070 -0.040 -0.056
H 0.066 -0.112 -0.027
H -0.031 0.000 0.007
H -0.020 -0.018 0.029
H 0.040 -0.008 0.017
H 0.037 0.028 -0.008
H 0.056 -0.086 0.053
H 0.037 -0.009 0.048
H -0.015 0.058 -0.004
H -0.015 0.026 -0.013
H 0.014 0.012 -0.030

Values from the calculation:
HOMO level   -0.5065 Eh
Charge   +3
Orbital gap   7.802 eV
Energy relative to the best compared isomer or geometry (same formula, charge and spin)   135.8 kJ/mol
Lowest unoccupied orbital energy   -6.0 eV